Here is C23H15N2O6Os as an isolated structure from the Open Molecules 2025 dataset. Energies are from ωB97M-V/def2-TZVPD.

Geometry as XYZ:
```
47
Properties=species:S:1:pos:R:3:lowdin_spin:R:1
Os 0.437 -1.574 -0.184 2.359
O 0.676 -3.250 3.486 0.010
C 0.888 -2.685 2.444 0.010
O -0.044 -2.388 1.563 0.084
C 2.312 -2.215 1.994 0.017
O 3.268 -2.328 2.724 0.029
O 2.333 -1.720 0.789 0.206
O 0.866 -1.020 -2.116 0.048
N 1.298 -1.953 -2.897 -0.012
N 1.270 -3.114 -2.402 0.033
O 0.803 -3.382 -1.197 0.116
C 1.717 -4.225 -3.198 0.000
C 2.302 -4.009 -4.438 0.004
C 2.718 -5.105 -5.174 -0.001
C 2.557 -6.392 -4.677 0.005
C 1.977 -6.583 -3.432 -0.001
C 1.552 -5.498 -2.679 0.005
H 2.426 -3.004 -4.810 0.000
H 3.176 -4.949 -6.142 0.000
H 2.889 -7.243 -5.257 0.000
H 1.854 -7.582 -3.036 0.000
H 1.105 -5.619 -1.705 0.001
C -0.292 0.158 0.372 0.235
C -0.718 1.249 0.759 0.178
C -1.180 2.466 1.232 0.305
C -2.206 3.177 0.471 0.023
C -2.348 2.944 -0.906 0.055
C -3.333 3.580 -1.640 -0.004
C -4.214 4.462 -1.026 0.062
C -4.101 4.688 0.340 -0.004
C -3.115 4.055 1.080 0.054
C -0.611 2.983 2.481 0.022
C -0.509 4.358 2.739 0.050
C 0.074 4.822 3.906 -0.004
C 0.577 3.929 4.844 0.056
C 0.502 2.565 4.593 -0.004
C -0.080 2.097 3.428 0.051
H -1.666 2.253 -1.386 0.004
H -3.414 3.386 -2.703 -0.002
H -4.985 4.957 -1.601 0.004
H -4.796 5.354 0.838 -0.002
H -3.060 4.217 2.148 0.002
H -0.866 5.064 2.001 0.002
H 0.150 5.889 4.078 -0.002
H 1.036 4.294 5.755 0.004
H 0.902 1.857 5.308 -0.002
H -0.129 1.033 3.233 0.003
```

Properties
Frontier orbital gap (alpha / beta): 5.82 / 6.69 eV
E_tot: -1536.990253 a.u.
Charge: -1
Spin multiplicity: 5
Energy relative to the best compared isomer or geometry (same formula, charge and spin): 0.0 kcal/mol
Molecular weight: 605.6 g/mol

---

Here is C40H37BrN5O10PRhS as an isolated structure in a non-equilibrium geometry from the Open Molecules 2025 dataset. Energies are from ωB97M-V/def2-TZVPD.

Geometry as XYZ:
```
96
Properties=species:S:1:pos:R:3:mulliken_charge:R:1
Rh -0.199 -0.397 0.424 -0.709
N -0.332 -0.315 2.475 0.033
C -0.656 1.040 2.884 0.035
C -1.503 1.285 3.953 -0.822
C -1.739 2.598 4.325 -0.798
C -1.120 3.648 3.652 -0.815
C -0.299 3.390 2.566 -0.306
C -0.099 2.077 2.144 0.003
P 0.849 1.591 0.671 3.303
C 2.532 1.936 1.220 1.274
C 3.174 1.071 2.105 -0.365
C 4.402 1.420 2.637 -0.908
C 4.994 2.628 2.286 -0.600
C 4.360 3.481 1.402 -0.774
C 3.125 3.142 0.862 -0.794
C 0.403 2.657 -0.701 0.582
C -0.798 3.363 -0.690 -0.813
C -1.172 4.109 -1.797 -0.779
C -0.355 4.146 -2.917 -0.709
C 0.841 3.440 -2.931 -0.769
C 1.222 2.690 -1.831 -0.671
H -0.936 -0.994 2.929 0.418
H 0.629 -0.561 2.724 0.284
H -1.952 0.466 4.501 0.469
H -2.397 2.805 5.157 0.445
H -1.289 4.667 3.968 0.464
H 0.168 4.207 2.030 0.535
H 2.741 0.111 2.345 0.322
H 4.904 0.746 3.318 0.458
H 5.955 2.898 2.702 0.427
H 4.822 4.418 1.123 0.457
H 2.639 3.815 0.169 0.396
H -1.445 3.340 0.176 0.281
H -2.102 4.661 -1.783 0.490
H -0.649 4.727 -3.781 0.427
H 1.478 3.470 -3.804 0.485
H 2.143 2.122 -1.854 0.548
O 2.697 0.053 -0.857 -0.562
C 2.251 -1.011 -0.493 1.021
O 1.604 -1.172 0.691 -0.865
C 2.337 -2.211 -1.372 0.080
C 1.337 -3.175 -1.357 -0.266
C 1.361 -4.221 -2.262 -0.546
C 2.434 -4.302 -3.127 -0.049
C 3.469 -3.383 -3.140 -0.636
C 3.403 -2.314 -2.263 -0.381
N 2.476 -5.430 -4.086 1.111
O 3.520 -5.620 -4.671 -0.610
O 1.462 -6.081 -4.217 -0.584
H 0.530 -3.106 -0.638 0.398
H 0.584 -4.970 -2.298 0.542
H 4.288 -3.509 -3.832 0.551
H 4.170 -1.553 -2.265 0.488
Br 1.187 -3.734 -6.999 -0.109
C 0.453 -2.655 -5.638 -0.194
C -0.844 -2.883 -5.205 -1.060
C -1.375 -2.081 -4.206 -0.434
C -0.600 -1.079 -3.630 0.218
C 0.708 -0.880 -4.060 0.473
C 1.233 -1.651 -5.079 -0.715
C -1.154 -0.261 -2.519 -0.922
O -2.269 0.233 -2.550 -0.546
O -0.328 -0.072 -1.518 1.070
H -1.432 -3.675 -5.645 0.548
H -2.394 -2.233 -3.869 0.742
H 1.315 -0.115 -3.591 0.269
H 2.241 -1.488 -5.435 0.518
C -4.815 -0.769 -6.118 -1.286
C -4.790 0.022 -4.816 -0.196
S -5.470 -0.958 -3.509 1.151
O -6.835 -1.297 -3.807 -0.677
O -4.533 -2.019 -3.206 -0.569
C -5.490 0.156 -2.108 -0.240
C -5.641 -0.644 -0.812 -1.374
N -4.339 -1.176 -0.389 0.415
C -3.328 -0.413 0.081 0.448
N -2.227 -1.142 0.227 -0.172
C -2.535 -2.424 -0.154 -1.698
C -3.839 -2.449 -0.511 0.360
N -4.583 -3.620 -0.913 1.300
O -5.793 -3.580 -0.839 -0.639
O -3.916 -4.571 -1.247 -0.631
C -3.436 1.044 0.333 -0.714
H -4.472 -0.131 -6.930 0.389
H -5.821 -1.113 -6.348 0.379
H -4.157 -1.634 -6.058 0.295
H -5.407 0.921 -4.874 0.519
H -3.780 0.281 -4.494 0.072
H -6.343 0.818 -2.252 0.687
H -4.558 0.716 -2.129 0.009
H -6.321 -1.480 -0.941 0.535
H -6.027 -0.022 -0.006 0.454
H -1.841 -3.244 -0.132 0.732
H -4.402 1.311 0.757 0.752
H -3.279 1.582 -0.603 0.066
H -2.660 1.348 1.034 -0.424
```

Properties
Frontier orbital gap: 6.37 eV
E_tot: -5996.434188 a.u.
Charge: +1
Energy relative to the best compared isomer or geometry (same formula, charge and spin): 0.0 kcal/mol
Molecular weight: 993.6 g/mol

---

Here is C5H11FO3Sc as an isolated structure in a non-equilibrium geometry from the Open Molecules 2025 dataset. Energies are from ωB97M-V/def2-TZVPD.

Geometry as XYZ:
```
21
Properties=species:S:1:pos:R:3:mulliken_charge:R:1
F 5.663 0.399 0.218 -0.801
C 3.100 0.440 0.082 -0.688
H 3.403 1.494 0.117 0.273
H 3.316 -0.140 0.990 0.344
H 3.361 -0.036 -0.870 0.318
C -2.592 -0.466 -1.343 -0.342
O -1.445 -0.884 -2.012 -0.642
C -2.327 0.790 -0.513 -0.472
O -1.125 0.532 0.223 -0.315
C -0.444 1.644 0.794 -0.443
C 0.939 1.162 1.161 -0.452
O 1.509 0.481 0.031 -0.407
Sc 0.136 -0.563 -1.044 1.703
H -2.975 -1.254 -0.663 0.313
H -3.415 -0.225 -2.042 0.372
H -3.148 1.019 0.181 0.361
H -2.151 1.658 -1.170 0.363
H -0.975 2.012 1.683 0.360
H -0.387 2.454 0.049 0.368
H 0.904 0.464 2.013 0.351
H 1.553 2.039 1.444 0.436
```

Properties
Frontier orbital gap (alpha / beta): 3.05 / 3.05 eV
E_tot: -1283.040485 a.u.
Charge: +1
Energy relative to the best compared isomer or geometry (same formula, charge and spin): 0.0 kcal/mol
Molecular weight: 183.1 g/mol

---

Here is C5H7NS as an isolated structure in a non-equilibrium geometry from the Open Molecules 2025 dataset. Energies are from ωB97M-V/def2-TZVPD.

Geometry as XYZ:
```
14
Properties=species:S:1:pos:R:3:mulliken_charge:R:1
C -0.860 1.394 0.139 -0.877
C -0.353 0.541 -1.018 -0.268
C -0.385 0.223 1.095 -0.318
C 1.122 0.196 0.791 -0.336
C 1.136 0.382 -0.710 -0.221
H -1.899 1.495 0.205 0.307
H -0.430 2.341 0.129 0.338
H -0.615 0.814 -2.035 0.478
H -0.754 0.125 2.098 0.560
H 1.813 0.626 1.490 0.459
H 2.616 -0.999 -0.120 0.260
H 1.835 1.145 -1.102 0.368
N 1.613 -0.824 -0.090 -0.501
S -1.114 -1.013 -0.114 -0.247
```

Properties
Frontier orbital gap: 9.20 eV
E_tot: -647.556482 a.u.
Charge: 0
Energy relative to the best compared isomer or geometry (same formula, charge and spin): 63.1 kcal/mol
Molecular weight: 113.2 g/mol

---

Here is C4H6MnO2 as an isolated structure in a non-equilibrium geometry from the Open Molecules 2025 dataset. Energies are from ωB97M-V/def2-TZVPD.

Geometry as XYZ:
```
13
Properties=species:S:1:pos:R:3:lowdin_spin:R:1
O -2.288 1.191 0.126 0.001
C -1.152 0.562 -0.416 0.005
C -0.611 -0.375 0.663 0.018
C 0.543 -1.151 0.217 0.058
C 1.479 -1.816 -0.190 0.089
H -2.671 1.782 -0.528 0.000
H -0.381 1.301 -0.692 0.004
H -1.406 -0.020 -1.316 0.000
H -1.389 -1.095 0.957 0.002
H -0.345 0.199 1.563 0.005
H 2.221 -2.522 -0.539 0.015
O 3.344 1.766 -0.064 0.310
Mn 2.656 0.177 0.218 4.492
```

Properties
Frontier orbital gap (alpha / beta): 7.88 / 7.56 eV
E_tot: -1457.318695 a.u.
Charge: 0
Spin multiplicity: 6
Energy relative to the best compared isomer or geometry (same formula, charge and spin): 0.0 kcal/mol
Molecular weight: 141.0 g/mol